Below is a single C6H12BrNO6 molecule at a distorted geometry, with properties calculated with the ωB97M-V functional and the def2-TZVPD basis.

Properties
SMILES: O=C([C@H](O)NBr)[C@@H](O)[C@H](O)[C@@H](O)CO

Atoms and positions in Å:
1 C -0.241 -2.996 -0.461
2 C 1.117 2.935 1.075
3 C 0.368 2.005 0.136
4 C 0.543 0.488 0.454
5 C -0.186 -0.371 -0.719
6 C 0.573 -1.701 -0.889
7 N -1.619 -3.208 -1.123
8 O 0.432 -4.143 -0.695
9 O 0.651 3.139 2.353
10 O -0.961 2.412 0.144
11 O 0.053 0.215 1.734
12 O -1.492 -0.601 -0.512
13 O 1.663 -1.767 -1.278
14 Br -1.759 -2.382 -2.869
15 H -0.465 -2.898 0.624
16 H 2.198 2.615 0.931
17 H 1.042 3.914 0.487
18 H 0.884 2.251 -0.912
19 H 1.547 0.176 0.438
20 H -0.019 0.340 -1.574
21 H -2.402 -2.834 -0.474
22 H 1.051 2.402 2.762
23 H -0.882 3.350 0.401
24 H -0.776 0.702 1.940
25 H -2.021 0.247 -0.380
26 H 0.703 -4.290 -1.594

***

Below is a single C3H4N2O molecule, with properties calculated with the ωB97M-V functional and the def2-TZVPD basis.

Properties
SMILES: Cc1ncno1

Atoms and positions in Å:
1 C -1.613 0.041 0.032
2 C -0.142 -0.116 0.104
3 N 0.711 0.663 0.695
4 C 1.894 0.214 0.173
5 N 1.795 -0.786 -0.653
6 O 0.430 -1.021 -0.694
7 H -1.983 0.567 0.911
8 H -2.136 -0.905 -0.103
9 H -1.805 0.664 -0.846
10 H 2.847 0.679 0.382

***

Below is 12 unconnected molecules or ions with the total composition C6H33O13 at a distorted geometry, with properties calculated with the ωB97M-V functional and the def2-TZVPD basis.

Properties
net charge: -1

Atoms and positions in Å:
1 O 0.568 0.193 1.164
2 C 0.030 0.691 0.125
3 O -1.156 1.082 0.064
4 C 0.949 0.827 -1.074
5 C 0.381 0.989 -2.481
6 C 1.551 1.639 -3.308
7 C -0.074 -0.223 -3.274
8 C -1.007 -1.183 -2.513
9 H 1.681 0.022 -1.045
10 H 1.463 1.761 -0.843
11 H -0.348 1.796 -2.570
12 H 2.378 0.975 -3.564
13 H 1.117 2.023 -4.237
14 H 1.977 2.462 -2.735
15 H 0.751 -0.810 -3.695
16 H -0.631 0.122 -4.146
17 H -1.463 -1.833 -3.257
18 H -1.822 -0.574 -2.104
19 H -0.586 -1.688 -1.645
20 H 0.901 -2.798 0.074
21 H 2.134 -3.667 -0.163
22 O 1.531 -3.367 0.528
23 H -1.722 -3.503 -1.373
24 H -1.071 -3.832 0.018
25 O -1.445 -4.213 -0.793
26 H -3.030 1.301 -0.806
27 H -3.771 2.601 -0.612
28 O -3.527 1.970 -1.298
29 H 0.542 2.943 1.897
30 H 1.490 1.787 1.654
31 O 1.445 2.657 2.091
32 H 2.112 4.409 -0.424
33 H 2.412 3.416 0.728
34 O 2.829 3.939 0.014
35 H -1.902 -2.376 1.419
36 H -0.609 -1.677 1.337
37 O -0.940 -2.577 1.432
38 H -0.853 -0.427 3.121
39 H -1.339 -1.755 3.810
40 O -1.486 -0.802 3.748
41 H 3.582 -1.753 1.970
42 H 3.172 -3.192 1.545
43 O 3.902 -2.656 1.884
44 H 1.544 0.078 2.813
45 H 1.971 0.944 3.924
46 O 2.234 0.115 3.500
47 H -3.381 -0.666 0.267
48 H -2.956 -0.561 1.674
49 O -3.321 -1.225 1.052
50 H -1.874 2.008 1.286
51 H -1.924 2.200 2.813
52 O -2.411 2.409 2.009

***

Number 1: E -3315.92150 Eh. Number 2: E -301.43440 Eh. Number 3: E -1226.67041 Eh.